(1)
Formula: C38H34Br3N7O14
Source: the Open Molecules 2025 dataset
Level of theory: ωB97M-V/def2-TZVPD

Results
Multiplicity: 1
HOMO, eV: -9.7
Energy relative to the best compared isomer or geometry (same formula, charge and spin), kcal per mole: 0.0
Maximum force, Eh/bohr: 0.0215
Molar mass, g mol⁻¹: 1052.4

Last column: Mulliken charge in e.
Cartesian coordinates (Å):
C -10.9664 15.8315 5.7225  -0.617
N -11.2618 16.7401 6.8590  0.779
O -10.5366 16.6338 7.8315  -0.369
O -12.2095 17.4762 6.7765  -0.543
H -11.8403 15.7723 5.0851  0.334
H -10.7375 14.8690 6.1700  0.094
H -10.1114 16.2121 5.1735  0.305
C -8.2159 20.2839 11.9836  -0.277
C -7.1552 20.1551 12.8724  -0.264
C -5.9648 20.8279 12.6622  -0.373
C -5.8486 21.6040 11.5299  0.010
C -6.9097 21.7982 10.6610  -0.409
C -8.1020 21.1352 10.8915  -0.677
N -4.5660 22.2561 11.2364  1.025
O -3.6958 22.1914 12.0801  -0.610
O -4.4478 22.8173 10.1659  -0.610
H -9.0467 19.6050 12.1215  0.356
H -7.2703 19.5693 13.7750  0.461
H -5.1052 20.6724 13.2952  0.463
H -6.7965 22.4526 9.8084  0.461
H -8.9286 21.2328 10.1997  0.447
C -9.6854 12.7052 9.8919  -0.838
C -10.2726 13.9183 10.2139  0.246
C -11.4912 14.2869 9.6711  0.142
C -12.1019 13.4122 8.7875  -0.757
C -11.5285 12.2172 8.4239  -0.450
C -10.3146 11.8539 8.9822  -0.556
N -13.4001 13.7991 8.2181  1.102
O -13.9242 14.8285 8.6182  -0.600
O -13.8782 13.0563 7.3764  -0.652
H -8.7032 12.4382 10.2668  0.425
H -9.8013 14.5758 10.9323  0.185
H -11.8845 15.2828 9.8114  0.713
H -12.0235 11.5497 7.7332  0.534
H -9.8621 10.9114 8.7050  0.457
C -5.1660 13.0680 15.4036  -0.564
C -3.9242 13.2823 14.8085  -0.538
C -3.6193 14.4731 14.1745  -0.463
C -4.5369 15.4909 14.2967  -0.059
C -5.7655 15.3192 14.8861  0.035
C -6.1021 14.0840 15.3933  -0.553
N -4.2684 16.7604 13.6172  1.050
O -3.2526 16.8399 12.9495  -0.618
O -5.0889 17.6471 13.7447  -0.521
H -5.2980 12.0941 15.8544  0.424
H -3.2174 12.4605 14.8163  0.379
H -2.7554 14.5804 13.5354  0.485
H -6.5148 16.0918 14.7924  0.524
H -7.0981 13.9506 15.7957  0.421
C -12.2147 14.0979 13.0689  -0.346
C -12.9294 15.2558 12.7892  -0.620
C -12.3253 16.4951 12.9580  -0.457
C -11.0546 16.5463 13.4784  0.051
C -10.3657 15.4080 13.8266  -0.105
C -10.9399 14.1616 13.6231  -0.643
N -10.4154 17.8342 13.7214  0.992
O -11.1052 18.8275 13.6711  -0.591
O -9.2206 17.8307 13.9465  -0.529
H -12.6967 13.1403 12.9025  0.400
H -13.9222 15.1574 12.3739  0.393
H -12.8638 17.3916 12.6802  0.515
H -9.3562 15.4462 14.2105  0.497
H -10.4041 13.2552 13.8639  0.441
C -7.9479 13.7669 6.4654  -0.737
C -7.6271 14.5411 7.5744  1.072
C -6.5365 15.3846 7.5561  0.547
C -5.7590 15.4347 6.4155  -0.316
C -6.0374 14.6535 5.3189  -0.579
C -7.1246 13.7826 5.3583  -0.906
N -4.5809 16.3142 6.3791  1.070
O -4.0097 16.4546 5.3158  -0.643
O -4.2482 16.8345 7.4209  -0.564
H -8.8318 13.1441 6.5292  0.448
H -8.3148 14.4942 8.4088  -0.178
H -6.3181 15.9907 8.4277  -0.155
H -5.4529 14.7027 4.4125  0.492
H -7.2599 13.1601 4.4836  0.430
C -1.4493 14.3299 10.1037  -0.778
C -1.2071 13.0341 9.6492  -0.484
C -2.2672 12.2206 9.2969  -0.485
C -3.5522 12.7052 9.3828  -0.236
C -3.8116 13.9809 9.8276  0.829
C -2.7515 14.7936 10.1861  -0.437
N -4.6770 11.8264 9.0616  1.051
O -5.7851 12.2115 9.3575  -0.536
O -4.4407 10.7586 8.5342  -0.640
H -0.5844 14.9621 10.2597  0.470
H -0.1930 12.6749 9.5463  0.399
H -2.0855 11.2446 8.8678  0.485
H -4.8257 14.3457 9.8218  -0.016
H -2.9222 15.8181 10.4989  0.356
C -7.1482 16.8645 11.2538  -0.121
Br -5.5575 17.5858 10.4601  -0.059
Br -6.8957 14.9661 11.5303  0.031
Br -8.6852 17.1766 10.1513  -0.003
H -7.2810 17.3674 12.2023  0.253

(2)
Formula: C38H34BrClN4O2PRb
Source: the Open Molecules 2025 dataset
Level of theory: ωB97M-V/def2-TZVPD

Results
Multiplicity: 1
HOMO, eV: -6.9
Energy relative to the best compared isomer or geometry (same formula, charge and spin), kcal per mole: 0.0
Maximum force, Eh/bohr: 0.0139
Molar mass, g mol⁻¹: 810.5

Last column: Mulliken charge in e.
Cartesian coordinates (Å):
Rb -0.9312 -0.9576 -1.1929  0.802
O -1.8527 2.9702 -3.4941  -0.745
C -3.0199 3.4999 -3.1569  0.330
C -3.5585 4.5860 -3.8609  -0.601
C -4.7831 5.1227 -3.5044  -0.380
C -5.5165 4.5975 -2.4436  -0.791
C -4.9888 3.5199 -1.7459  -0.401
C -3.7586 2.9678 -2.0755  0.101
C -3.2029 1.7871 -1.2937  -0.113
O -2.1779 1.1672 -1.9824  -0.380
N -2.7840 2.2870 0.0247  0.103
N -2.3001 1.3952 0.8848  -0.452
C -1.7059 1.8210 1.9355  -0.606
C -1.1742 0.9127 2.9554  0.471
Br -1.0484 -0.9226 2.4632  -0.145
C -0.7097 1.2396 4.1604  -0.776
C -0.7504 2.5910 4.7684  0.365
C -1.8767 3.4098 4.7091  -0.359
C -1.8684 4.6652 5.3007  -0.552
C -0.7417 5.1148 5.9742  -0.441
C 0.3755 4.2949 6.0644  -0.503
C 0.3660 3.0422 5.4714  -0.449
H -1.8495 2.0151 -2.8052  0.239
H -2.9877 4.9882 -4.6888  0.405
H -5.1764 5.9621 -4.0662  0.365
H -6.4758 5.0171 -2.1729  0.380
H -5.5437 3.0889 -0.9175  0.407
H -4.0052 1.0679 -1.0802  0.236
H -2.5032 3.2578 0.1054  0.418
H -1.5710 2.8863 2.1198  0.509
H -0.2387 0.4608 4.7478  0.454
H -2.7731 3.0512 4.2199  0.544
H -2.7515 5.2883 5.2436  0.382
H -0.7392 6.0924 6.4380  0.382
H 1.2527 4.6295 6.6026  0.376
H 1.2394 2.4045 5.5417  0.417
Cl 0.5991 -3.2521 -2.6129  0.067
C 1.5069 -4.5416 -1.8230  0.516
C 1.8469 -5.6304 -2.6042  -0.700
C 2.5861 -6.6607 -2.0398  -0.483
C 2.9791 -6.5867 -0.7133  -0.852
C 2.6356 -5.4798 0.0507  -0.286
C 1.8931 -4.4303 -0.4861  -0.223
P 1.3450 -2.9905 0.4971  0.336
C 2.4857 -1.6728 -0.0671  0.551
C 2.2589 -0.3896 0.4379  -0.346
C 3.0653 0.6748 0.0625  -0.560
C 4.0989 0.4728 -0.8425  -0.548
C 4.3237 -0.7943 -1.3625  -0.684
C 3.5244 -1.8621 -0.9737  -0.377
C 1.9699 -3.3603 2.1708  -0.011
C 1.0900 -3.9710 3.0621  -0.402
C 1.4902 -4.2855 4.3530  -0.707
C 2.7771 -3.9752 4.7711  -0.456
C 3.6594 -3.3559 3.8953  -0.713
C 3.2590 -3.0540 2.6013  0.136
H 1.5349 -5.6674 -3.6385  0.454
H 2.8531 -7.5194 -2.6416  0.368
H 3.5566 -7.3874 -0.2710  0.414
H 2.9468 -5.4289 1.0862  0.363
H 1.4482 -0.2222 1.1408  0.364
H 2.8758 1.6608 0.4665  0.450
H 4.7248 1.3017 -1.1466  0.375
H 5.1243 -0.9579 -2.0721  0.426
H 3.7152 -2.8459 -1.3854  0.419
H 0.0763 -4.1964 2.7492  0.395
H 0.7951 -4.7587 5.0337  0.420
H 3.0901 -4.2101 5.7802  0.394
H 4.6613 -3.1070 4.2203  0.417
H 3.9528 -2.5679 1.9253  0.419
C 0.7096 1.1084 -4.1219  -0.888
C -0.3732 0.2249 -4.6391  0.190
N -0.7300 -0.9294 -4.1222  0.051
C -1.7834 -1.3743 -4.9007  -0.501
C -2.0614 -0.4740 -5.8761  -0.510
N -1.1465 0.5388 -5.7022  0.004
H 1.3193 0.5430 -3.4168  0.078
H 0.2982 1.9892 -3.6291  0.226
H 1.3671 1.4403 -4.9273  0.406
H -2.2895 -2.3030 -4.6955  0.385
H -2.8093 -0.4472 -6.6473  0.408
H -1.1193 1.4141 -6.1957  0.220